4 unconnected molecules or ions with the total composition C2H13NO3S at a distorted geometry, computed with ωB97M-V/def2-TZVPD.

```
20
Properties=species:S:1:pos:R:3:forces:R:3
C -0.773410 0.735573 0.781430 -0.36 -0.56 -0.73
C -2.278648 0.991078 0.564594 0.29 -0.13 0.05
S -2.722651 1.663777 -1.013540 0.03 0.33 0.00
N -0.520085 0.330445 2.131860 0.22 0.80 1.08
H -0.177647 1.588464 0.497705 0.14 0.50 0.05
H -0.490859 -0.055493 0.076594 0.01 -0.05 0.02
H -2.709265 1.656960 1.324390 -0.18 -0.03 -0.16
H -2.814267 0.029401 0.605747 -0.07 0.08 0.17
H -1.547784 1.535280 -1.678191 0.01 -0.18 0.10
H -1.340475 0.242147 2.727091 -0.03 -0.32 -0.33
H 0.048601 1.030304 2.617077 0.03 -0.46 -0.25
H 0.881299 -1.724297 -2.905422 -0.03 -0.03 -0.14
H -0.175493 -0.969239 -3.734817 0.05 -0.22 -0.12
O 0.762772 -0.996448 -3.526704 0.01 0.26 0.30
H 0.405617 -2.373313 2.344783 0.38 -0.16 0.24
H 1.670813 -2.729894 3.157883 0.00 0.10 0.03
O 1.006237 -3.099508 2.571485 -0.38 0.13 -0.27
H 4.364895 0.617102 -2.202636 0.09 0.05 0.15
H 2.892290 0.667948 -2.526077 0.05 0.02 0.16
O 3.518060 0.859710 -1.813258 -0.25 -0.12 -0.34
```
Positions in Å, forces in eV/Å.

The calculation puts the maximum force at 0.0264 Eh/bohr. As for the spin multiplicity: 2. For the HOMO-LUMO gap (spin up / spin down), the calculation gives 0.354 / 0.158 Eh. For the total energy, the calculation gives -20743.026 eV. The value obtained for the energy above the lowest of the compared OMol25 structures with the same formula, charge and spin is 33.0 kJ/mol. Its net charge is +1. The HOMO energy (spin up / spin down) is -13.68 / -13.68 eV.

4 unconnected molecules or ions with the total composition C2H13NO4 at a distorted geometry, computed with ωB97M-V/def2-TZVPD.

```
20
Properties=species:S:1:pos:R:3:forces:R:3
C 1.118126 -1.463525 -2.153546 0.07 -0.64 0.94
N 0.505721 -0.880147 -0.952861 -0.19 -2.11 2.22
C 0.159897 0.477589 -0.768777 2.44 -0.03 -0.42
O -0.583104 0.899705 -1.836551 -0.28 1.29 -1.41
H 1.810752 -2.302965 -1.928593 -0.09 0.79 0.43
H 0.360620 -2.026698 -2.741017 0.31 1.03 -0.26
H 1.691278 -0.683858 -2.665332 -0.34 -0.31 -0.47
H 0.637371 -1.288700 0.005781 0.10 -0.15 -1.97
H 1.067159 1.107673 -0.706984 -0.47 0.35 0.03
H -0.417354 0.514065 0.115395 -0.38 0.30 1.40
H -1.122924 0.141847 -1.992813 -1.02 -0.81 -0.65
H -0.294736 -4.196844 1.984868 0.40 0.51 -0.29
H -1.366132 -3.684332 1.162091 -2.44 -0.07 -0.81
O -0.475706 -3.504418 1.323178 2.08 -0.40 1.08
H 1.259964 3.673684 4.528179 -0.02 -3.83 1.46
H 1.513163 3.040306 5.945377 -0.60 -1.22 -2.26
O 1.277037 2.698214 5.002771 0.62 5.05 0.79
H -1.748030 2.286648 -1.967925 -2.02 1.17 1.67
H -2.883062 2.347928 -0.810552 0.27 -0.26 -0.09
O -2.510038 2.843827 -1.542689 1.55 -0.67 -1.40
```
Positions in Å, forces in eV/Å.

The calculation puts the maximum force at 0.1002 Eh/bohr. As for the spin multiplicity: 1. For the HOMO-LUMO gap, the calculation gives 0.339 Eh. For the total energy, the calculation gives -11963.192 eV. The value obtained for the energy above the lowest of the compared OMol25 structures with the same formula, charge and spin is 219.5 kJ/mol. The HOMO energy is -8.61 eV.